Formula: C2H8N2O
Source: OMol25
Level of theory: the ωB97M-V functional and the def2-TZVPD basis

Last column: Löwdin charge in e.
Element x y z (Å)
C1 -0.23 0.10 -0.40  -0.446
C2 1.55 -0.64 -0.07  0.001
N1 -0.43 -0.62 0.74  0.060
N2 -0.22 1.46 -0.28  0.090
O1 -2.31 -0.44 0.56  -0.248
H1 -2.48 0.35 1.10  -0.012
H2 -0.65 -1.58 0.50  0.097
H3 -0.56 -0.28 -1.37  0.140
H4 -0.25 2.01 -1.12  0.100
H5 -0.07 1.83 0.65  0.111
H6 2.15 0.23 0.17  0.036
H7 1.70 -0.97 -1.10  0.034
H8 1.80 -1.44 0.61  0.038

Results
**Energy above the lowest of the compared OMol25 structures with the same formula, charge and spin**: 532.4 kJ/mol
**Net charge**: 0
**Highest occupied orbital energy (spin up / spin down)**: -8.16 / -8.16 eV
**E_LUMO (spin up / spin down)**: 0.9 / 0.9 eV



Formula: C7H28N15O10V
Source: OMol25
Level of theory: the ωB97M-V functional and the def2-TZVPD basis

Last column: Löwdin spin population.
Element x y z (Å)
V1 -3.02 1.15 2.19  3.765
N1 -0.54 0.32 0.38  0.023
O1 0.59 0.72 0.00  0.018
O2 -1.03 0.90 1.34  0.022
O3 -1.07 -0.70 -0.12  0.020
C1 1.37 -4.58 0.05  0.000
O4 2.21 -4.63 0.95  0.000
N2 1.00 -5.57 -0.73  0.000
N3 0.63 -3.49 -0.16  0.000
H1 0.46 -5.38 -1.56  0.000
H2 1.38 -6.50 -0.60  0.000
H3 0.57 -2.78 0.55  0.000
H4 0.13 -3.47 -1.04  0.000
C2 4.06 -0.74 0.42  0.000
O5 3.71 -1.35 1.40  0.000
N4 5.32 -0.48 0.12  0.000
N5 3.24 -0.06 -0.27  0.000
H5 5.94 -0.92 0.78  0.000
H6 5.64 0.39 -0.30  0.000
H7 2.27 0.18 -0.16  0.000
H8 3.52 0.27 -1.18  0.000
C3 1.72 0.38 4.02  0.001
O6 1.09 1.30 4.61  0.005
N6 1.83 0.43 2.72  0.000
N7 2.42 -0.59 4.49  0.000
H9 1.53 1.29 2.27  0.000
H10 2.45 -0.16 2.18  0.000
H11 2.93 -1.05 3.75  0.000
H12 2.84 -0.46 5.40  0.000
C4 -0.06 0.30 -3.86  0.000
O7 -0.20 0.16 -5.08  0.000
N8 0.42 1.33 -3.19  0.000
N9 -0.46 -0.61 -3.06  0.000
H13 0.72 2.10 -3.76  0.000
H14 0.63 1.21 -2.21  0.000
H15 -1.01 -1.43 -3.28  0.000
H16 -0.42 -0.33 -2.09  0.000
C5 -3.49 1.76 -1.08  0.013
O8 -3.65 1.56 0.07  0.040
N10 -3.07 2.91 -1.49  0.004
N11 -3.35 0.86 -2.08  0.004
H17 -2.94 3.65 -0.82  0.000
H18 -2.82 2.93 -2.47  0.001
H19 -3.40 -0.10 -1.80  0.000
H20 -3.15 1.24 -3.00  0.000
C6 -0.21 4.73 -0.30  0.000
O9 -1.30 4.60 0.21  0.001
N12 0.18 5.68 -0.99  0.000
N13 0.80 3.90 -0.28  0.000
H21 1.00 5.59 -1.57  0.000
H22 -0.27 6.57 -0.81  0.000
H23 0.66 2.91 -0.11  0.000
H24 1.72 4.31 -0.29  0.000
C7 -3.64 -2.05 1.48  0.014
O10 -3.22 -0.89 1.68  0.052
N14 -3.25 -2.73 0.49  0.005
N15 -4.29 -2.72 2.36  0.005
H25 -2.53 -2.38 -0.12  0.000
H26 -3.46 -3.72 0.40  0.000
H27 -4.57 -3.69 2.37  0.001
H28 -4.58 -2.09 3.10  0.004

Results
**Multiplicity**: 5
**⟨S²⟩**: 6.00
**Net charge**: 0
**Highest occupied orbital energy (spin up / spin down)**: -5.14 / -8.53 eV
**E_LUMO (spin up / spin down)**: 0.0 / 0.0 eV



Formula: C18H22MoN3O4S
Source: OMol25
Level of theory: the ωB97M-V functional and the def2-TZVPD basis

Last column: Löwdin spin population.
Element x y z (Å)
Mo1 -0.88 -0.99 -0.52  1.820
O1 4.69 2.57 1.41  0.000
C1 4.80 1.18 1.31  0.005
C2 3.47 0.64 0.87  0.024
C3 3.28 -0.73 0.68  -0.002
C4 2.05 -1.19 0.28  0.018
N1 1.02 -0.35 0.05  0.017
C5 1.19 0.98 0.26  0.016
C6 2.39 1.50 0.66  0.001
C7 -0.05 1.76 0.09  0.007
C8 -0.17 3.11 0.21  0.000
C9 -1.43 3.72 0.07  -0.002
C10 -1.57 5.20 0.21  -0.001
O2 -0.32 5.74 0.47  0.000
C11 -2.54 2.91 -0.21  0.000
C12 -2.37 1.56 -0.33  0.013
N2 -1.14 0.98 -0.20  0.009
H1 5.53 2.95 1.70  0.000
H2 5.05 0.71 2.27  0.002
H3 5.55 0.86 0.58  0.002
H4 4.08 -1.44 0.86  0.000
H5 1.85 -2.25 0.14  0.002
H6 2.53 2.56 0.83  0.000
H7 0.68 3.74 0.44  0.000
H8 -2.30 5.38 1.01  0.000
H9 -2.02 5.58 -0.72  0.000
H10 -0.38 6.70 0.57  0.000
H11 -3.53 3.34 -0.32  0.000
H12 -3.20 0.90 -0.54  0.004
C13 -1.76 -1.94 -3.73  0.010
S1 -0.33 -1.25 -2.87  -0.023
C14 0.90 -2.58 -3.01  0.005
H13 -2.04 -2.90 -3.31  -0.001
H14 -1.46 -2.04 -4.78  -0.001
H15 -2.57 -1.22 -3.66  0.001
H16 1.07 -2.71 -4.08  0.000
H17 0.52 -3.50 -2.57  0.000
H18 1.82 -2.24 -2.54  0.000
O3 -2.20 -2.63 -0.83  0.042
C15 -2.04 -2.99 0.39  0.023
C16 -2.79 -3.94 1.24  0.003
C17 -2.09 -3.77 2.60  -0.003
C18 -1.03 -2.69 2.45  -0.001
O4 -0.30 -2.18 3.20  0.003
N3 -1.06 -2.32 0.99  0.008
H19 -2.72 -4.95 0.82  0.001
H20 -3.85 -3.67 1.24  0.000
H21 -1.59 -4.68 2.93  0.000
H22 -2.77 -3.47 3.40  0.000

Results
**Multiplicity**: 3
**Energy above the lowest of the compared OMol25 structures with the same formula, charge and spin**: 6.4 kJ/mol
**⟨S²⟩**: 2.02
**Net charge**: +3
**Highest occupied orbital energy (spin up / spin down)**: -18.22 / -18.25 eV
**E_LUMO (spin up / spin down)**: -12.2 / -11.7 eV



Formula: C24H26N4PdS2Se
Source: OMol25
Level of theory: the ωB97M-V functional and the def2-TZVPD basis

Last column: Löwdin charge in e.
Element x y z (Å)
Pd1 0.51 0.10 0.50  0.458
C1 2.87 -0.07 -1.48  -0.065
N1 2.80 -0.10 -0.02  -0.213
C2 3.23 -1.41 0.52  -0.127
C3 2.14 -2.48 0.50  -0.142
N2 1.00 -2.15 1.36  -0.198
C4 1.36 -2.18 2.79  -0.082
C5 -0.13 -3.03 1.13  -0.273
C6 -0.09 -4.35 1.54  0.002
C7 -1.18 -5.19 1.36  -0.013
C8 -2.34 -4.72 0.76  -0.038
C9 -2.39 -3.41 0.32  -0.091
C10 -1.29 -2.56 0.49  -0.577
S1 -1.46 -0.96 -0.17  0.769
C11 3.43 1.01 0.63  -0.295
C12 4.61 1.56 0.14  -0.006
C13 5.23 2.61 0.79  -0.032
C14 4.69 3.14 1.96  -0.043
C15 3.53 2.61 2.47  -0.095
C16 2.87 1.56 1.82  -0.598
S2 1.37 1.07 2.53  0.781
H1 3.81 -0.47 -1.86  0.107
H2 2.76 0.97 -1.83  0.088
H3 2.06 -0.67 -1.91  0.089
H4 3.58 -1.27 1.55  0.134
H5 4.08 -1.78 -0.07  0.145
H6 2.61 -3.43 0.82  0.144
H7 1.76 -2.62 -0.53  0.135
H8 1.95 -3.07 3.05  0.108
H9 0.46 -2.16 3.40  0.116
H10 1.96 -1.30 3.05  0.019
H11 0.79 -4.73 2.02  0.124
H12 -1.12 -6.22 1.69  0.125
H13 -3.19 -5.36 0.62  0.124
H14 -3.29 -3.02 -0.14  0.110
H15 5.06 1.14 -0.74  0.121
H16 6.16 3.00 0.40  0.121
H17 5.18 3.96 2.46  0.122
H18 3.09 3.00 3.38  0.111
C17 -3.05 3.04 0.58  0.008
N3 -2.79 2.58 -0.76  -0.052
C18 -1.61 2.29 -1.32  -0.703
Se1 0.11 2.44 -0.61  0.822
N4 -1.80 1.87 -2.58  0.136
C19 -3.15 1.87 -2.86  -0.167
C20 -3.86 1.50 -3.99  0.017
C21 -5.23 1.65 -3.92  -0.040
C22 -5.87 2.15 -2.79  -0.038
C23 -5.16 2.50 -1.65  0.023
C24 -3.78 2.34 -1.70  -0.140
H19 -2.11 3.15 1.12  0.075
H20 -3.69 2.32 1.10  0.116
H21 -3.56 4.00 0.55  0.118
H22 -1.07 1.63 -3.24  0.171
H23 -3.37 1.12 -4.86  0.124
H24 -5.83 1.37 -4.78  0.121
H25 -6.94 2.27 -2.80  0.121
H26 -5.67 2.87 -0.77  0.123

Results
**Energy above the lowest of the compared OMol25 structures with the same formula, charge and spin**: 84.7 kJ/mol
**Net charge**: +2
**Highest occupied orbital energy (spin up / spin down)**: -13.66 / -13.60 eV
**E_LUMO (spin up / spin down)**: -9.0 / -9.0 eV



Formula: C5H25N2O6
Source: OMol25
Level of theory: the ωB97M-V functional and the def2-TZVPD basis

Last column: Löwdin charge in e.
Element x y z (Å)
N1 -0.85 -2.34 0.04  0.164
C1 -1.52 -0.99 0.22  -0.329
C2 -2.97 -1.14 -0.17  -0.044
C3 -1.35 -0.53 1.66  -0.171
N2 -1.72 0.87 1.83  -0.051
C4 -0.63 1.72 2.30  -0.214
C5 0.40 2.24 1.25  -0.190
O1 -0.32 2.62 0.08  -0.100
H1 -0.79 -2.55 -0.96  0.130
H2 0.15 -2.37 0.42  0.089
H3 -1.25 -3.13 0.56  0.172
H4 -1.03 -0.34 -0.52  0.138
H5 -3.46 -0.16 -0.06  0.094
H6 -3.11 -1.33 -1.24  0.092
H7 -3.59 -1.79 0.43  0.091
H8 -0.35 -0.72 2.06  0.122
H9 -2.01 -1.16 2.29  0.137
H10 -2.65 1.11 2.15  0.125
H11 -0.03 1.38 3.17  0.123
H12 -1.02 2.63 2.80  0.127
H13 0.70 3.16 1.78  0.129
H14 1.20 1.53 1.02  0.112
H15 -1.24 2.31 0.16  0.088
H16 -0.10 2.49 -1.60  0.017
H17 -0.27 3.32 -2.83  0.070
O2 0.26 2.58 -2.52  -0.073
H18 3.74 -1.81 -1.81  0.081
H19 3.60 -0.70 -0.76  0.069
O3 3.47 -1.64 -0.90  -0.037
H20 2.28 -2.20 1.43  0.075
H21 2.19 -2.55 -0.07  0.031
O4 1.73 -2.66 0.79  -0.057
H22 1.81 2.18 -2.17  -0.021
H23 3.25 2.30 -2.66  0.032
O5 2.75 2.05 -1.87  -0.103
H24 0.86 -1.69 -2.87  0.077
H25 1.26 -1.07 -1.49  0.036
O6 0.62 -1.61 -1.95  -0.031

Results
**Energy above the lowest of the compared OMol25 structures with the same formula, charge and spin**: 140.9 kJ/mol
**Net charge**: +1
**Highest occupied orbital energy**: -12.65 eV
**E_LUMO**: -2.7 eV



Formula: C35H52AsBiOP3Se
Source: OMol25
Level of theory: the ωB97M-V functional and the def2-TZVPD basis

Last column: Löwdin charge in e.
Element x y z (Å)
Bi1 -0.10 -0.03 -0.79  1.141
P1 0.21 2.60 0.42  0.752
P2 -2.74 0.86 -1.16  0.654
P3 2.63 0.14 -1.32  0.682
H1 -1.47 -2.80 -8.33  0.066
C1 -0.67 -3.51 -8.11  -0.094
C2 -0.76 -4.28 -7.00  -0.071
H2 -1.69 -4.35 -6.45  0.062
C3 0.28 4.11 -0.63  -0.249
C4 -1.12 2.95 1.63  -0.228
C5 1.74 2.66 1.43  -0.231
C6 -3.44 -0.12 -2.52  -0.248
C7 -3.85 0.60 0.26  -0.230
C8 -3.04 2.59 -1.68  -0.258
C9 2.98 -1.00 -2.70  -0.248
C10 3.72 -0.44 0.03  -0.232
C11 3.31 1.73 -1.89  -0.244
H3 0.12 -3.57 -8.88  0.078
H4 0.05 -4.91 -6.64  0.059
H5 0.38 5.00 0.02  0.077
H6 -0.64 4.19 -1.23  0.029
H7 1.15 4.05 -1.30  0.041
H8 -0.78 3.71 2.34  0.072
H9 -1.36 2.03 2.19  0.011
H10 -2.04 3.31 1.15  0.047
H11 1.68 3.50 2.13  0.074
H12 2.64 2.77 0.81  0.033
H13 1.83 1.72 2.00  0.013
H14 -4.51 0.09 -2.58  0.074
H15 -3.29 -1.19 -2.33  0.061
H16 -2.96 0.14 -3.47  0.036
H17 -4.76 1.21 0.11  0.072
H18 -3.37 0.90 1.20  0.035
H19 -4.13 -0.46 0.34  0.058
H20 -4.13 2.71 -1.81  0.078
H21 -2.54 2.77 -2.64  0.008
H22 -2.68 3.31 -0.95  0.027
H23 4.07 -1.09 -2.81  0.071
H24 2.54 -0.62 -3.63  0.046
H25 2.55 -1.98 -2.49  0.057
H26 4.62 -0.90 -0.41  0.070
H27 3.19 -1.19 0.63  0.044
H28 4.00 0.39 0.69  0.053
H29 4.36 1.59 -2.16  0.079
H30 3.23 2.51 -1.12  0.026
H31 2.74 2.07 -2.77  0.020
C12 0.01 0.82 -4.94  -0.634
C13 -0.47 -0.49 -5.11  -0.113
C14 -0.28 -1.09 -6.34  -0.049
C15 0.25 -0.40 -7.43  0.012
C16 0.68 0.93 -7.28  -0.010
C17 0.60 1.52 -6.02  -0.093
Se1 -0.12 1.70 -3.31  0.800
H32 -0.08 -1.28 -2.08  -0.090
H33 -0.93 -1.05 -4.30  0.078
H34 -0.57 -2.13 -6.43  0.052
H35 0.33 -0.93 -8.38  0.125
H36 1.07 1.51 -8.12  0.132
H37 0.96 2.53 -5.85  0.109
O1 0.09 -0.35 1.57  -0.761
As1 0.13 -0.81 3.23  1.281
C18 1.85 -1.59 3.58  -0.307
C19 1.94 -2.95 3.88  -0.082
C20 3.18 -3.54 4.16  -0.040
C21 4.35 -2.77 4.14  -0.038
C22 4.27 -1.40 3.84  -0.055
C23 3.02 -0.82 3.56  -0.130
C24 -0.27 0.76 4.28  -0.318
C25 -1.61 1.11 4.51  -0.114
C26 -1.93 2.27 5.22  -0.052
C27 -0.90 3.09 5.70  -0.044
C28 0.43 2.73 5.49  -0.048
C29 0.74 1.56 4.80  -0.096
C30 -1.36 -2.01 3.62  -0.333
C31 -2.24 -2.41 2.62  -0.108
C32 -3.34 -3.21 2.95  -0.061
C33 -3.56 -3.61 4.27  -0.039
C34 -2.67 -3.22 5.27  -0.040
C35 -1.57 -2.41 4.95  -0.089
H38 1.04 -3.56 3.87  0.105
H39 3.24 -4.60 4.41  0.125
H40 5.31 -3.21 4.40  0.126
H41 5.16 -0.78 3.84  0.121
H42 2.97 0.24 3.30  0.076
H43 -2.41 0.48 4.12  0.108
H44 -2.97 2.54 5.39  0.123
H45 -1.14 3.99 6.27  0.125
H46 1.24 3.36 5.88  0.122
H47 1.78 1.27 4.64  0.086
H48 -2.03 -2.11 1.59  0.080
H49 -4.03 -3.51 2.16  0.113
H50 -4.41 -4.24 4.51  0.123
H51 -2.83 -3.54 6.30  0.125
H52 -0.87 -2.11 5.74  0.121

Results
**Net charge**: +3
**Highest occupied orbital energy (spin up / spin down)**: -15.50 / -15.50 eV
**E_LUMO (spin up / spin down)**: -10.7 / -10.5 eV



Formula: C2H7OS
Source: OMol25
Level of theory: the ωB97M-V functional and the def2-TZVPD basis

Last column: Löwdin charge in e.
Element x y z (Å)
O1 2.54 0.64 -1.16  -0.058
H1 2.15 1.27 -0.63  -0.036
C1 -1.41 -0.18 -0.28  -0.337
C2 -0.44 0.30 0.69  -0.826
S1 -0.23 -0.60 2.11  0.497
H2 -0.86 -0.57 -1.19  0.030
H3 -2.05 0.60 -0.74  0.040
H4 -1.91 -1.03 0.05  0.007
H5 1.74 0.19 -1.49  0.037
H6 0.16 1.15 0.61  -0.060
H7 0.31 -1.76 2.03  -0.293

Results
**Energy above the lowest of the compared OMol25 structures with the same formula, charge and spin**: 292.3 kJ/mol
**Net charge**: -1
**Highest occupied orbital energy**: -0.90 eV
**E_LUMO**: 4.1 eV



Formula: C25H80NbO16
Source: OMol25
Level of theory: the ωB97M-V functional and the def2-TZVPD basis

Last column: Löwdin charge in e.
Element x y z (Å)
C1 1.67 -1.70 0.53  -0.088
C2 0.80 -2.58 -0.48  -0.126
C3 -0.41 -3.36 0.24  -0.384
O1 -0.65 -3.29 1.46  0.048
O2 -1.27 -4.14 -0.62  -0.121
C4 -2.26 -3.17 -1.14  -0.300
C5 -3.70 -3.29 -0.39  -0.394
Nb1 -4.23 -1.20 0.44  1.275
O3 -4.45 0.79 1.06  -0.532
C6 -3.33 1.29 1.82  -0.366
C7 -1.98 1.50 0.99  -0.366
C8 -0.90 2.12 2.04  -0.088
C9 -2.12 2.53 -0.24  -0.155
C10 -1.12 2.12 -1.44  -0.379
C11 -0.17 3.33 -1.93  -0.111
C12 -1.98 1.68 -2.75  -0.106
H1 1.25 -1.64 1.59  0.051
H2 2.72 -2.13 0.58  0.057
H3 1.68 -0.62 0.13  0.083
H4 0.33 -1.93 -1.29  0.111
H5 1.50 -3.31 -1.02  0.113
H6 -2.34 -3.19 -2.27  0.103
H7 -1.87 -2.12 -0.86  0.033
H8 -4.47 -3.54 -1.21  0.012
H9 -3.66 -4.06 0.44  0.041
H10 -5.86 -1.21 -0.37  -0.172
H11 -3.43 -0.54 -1.10  -0.105
H12 -2.63 -1.26 1.31  -0.095
H13 -4.99 -1.90 1.93  -0.170
H14 -3.11 0.68 2.78  0.104
H15 -3.64 2.33 2.20  0.095
H16 -1.51 0.55 0.59  0.081
H17 -1.44 2.88 2.68  0.069
H18 -0.57 1.21 2.68  0.080
H19 -0.01 2.53 1.47  0.072
H20 -3.20 2.50 -0.61  0.113
H21 -1.88 3.58 0.17  0.104
H22 -0.43 1.27 -1.12  0.114
H23 0.09 4.08 -1.11  0.067
H24 -0.68 3.83 -2.82  0.054
H25 0.79 2.84 -2.34  0.073
H26 -1.19 1.39 -3.54  0.075
H27 -2.71 0.84 -2.53  0.026
H28 -2.49 2.65 -3.10  0.075
C13 5.47 -2.22 1.25  -0.166
O4 5.21 -1.04 0.51  -0.132
H29 4.70 -2.35 2.00  0.075
H30 5.46 -3.08 0.57  0.076
H31 6.44 -2.14 1.73  0.051
H32 5.90 -0.95 -0.15  0.073
C14 -0.02 -4.24 -4.42  -0.155
O5 -1.14 -3.45 -4.80  -0.139
H33 0.89 -3.67 -4.58  0.069
H34 -0.10 -4.50 -3.36  0.070
H35 0.01 -5.15 -5.03  0.079
H36 -1.93 -3.98 -4.65  0.076
C15 -6.35 -5.71 -1.42  -0.167
O6 -7.10 -4.56 -1.06  -0.131
H37 -5.34 -5.61 -1.02  0.062
H38 -6.82 -6.60 -1.00  0.049
H39 -6.29 -5.79 -2.51  0.080
H40 -7.99 -4.68 -1.43  0.071
C16 1.75 -2.12 5.01  -0.160
O7 1.53 -2.08 3.61  -0.149
H41 2.59 -1.48 5.26  0.073
H42 0.86 -1.76 5.54  0.077
H43 1.97 -3.15 5.32  0.072
H44 0.77 -2.65 3.43  0.067
C17 -4.21 5.60 2.36  -0.158
O8 -4.32 4.46 1.52  -0.132
H45 -3.21 5.62 2.79  0.077
H46 -4.38 6.51 1.78  0.066
H47 -4.94 5.53 3.17  0.074
H48 -5.22 4.46 1.15  0.087
C18 -1.90 6.87 -3.65  -0.152
O9 -2.27 5.67 -4.32  -0.136
H49 -1.27 6.62 -2.80  0.082
H50 -1.35 7.52 -4.34  0.066
H51 -2.80 7.38 -3.30  0.050
H52 -2.82 5.92 -5.07  0.075
C19 9.40 -2.30 3.60  -0.153
O10 8.30 -1.53 3.14  -0.137
H53 9.94 -2.69 2.74  0.080
H54 10.06 -1.67 4.19  0.057
H55 9.03 -3.13 4.21  0.077
H56 7.84 -1.19 3.92  0.079
C20 11.17 -0.80 7.15  -0.150
O11 11.34 -1.96 6.34  -0.140
H57 11.18 0.08 6.51  0.084
H58 10.22 -0.85 7.68  0.052
H59 12.00 -0.73 7.86  0.077
H60 11.33 -2.72 6.92  0.077
C21 1.22 6.99 -5.95  -0.164
O12 -0.06 6.89 -6.56  -0.139
H61 1.38 8.02 -5.64  0.077
H62 1.27 6.34 -5.07  0.078
H63 2.00 6.71 -6.67  0.073
H64 -0.17 5.97 -6.82  0.080
C22 -4.15 9.35 -1.62  -0.158
O13 -3.28 9.65 -2.70  -0.139
H65 -4.40 8.29 -1.65  0.076
H66 -3.65 9.58 -0.67  0.077
H67 -5.06 9.94 -1.70  0.074
H68 -3.08 10.59 -2.66  0.077
C23 -8.51 -9.09 -0.84  -0.167
O14 -7.63 -8.83 -1.92  -0.141
H69 -9.53 -8.84 -1.15  0.078
H70 -8.47 -10.14 -0.57  0.072
H71 -8.23 -8.47 0.02  0.074
H72 -6.74 -9.06 -1.62  0.078
C24 1.21 -2.12 -7.06  -0.164
O15 1.08 -3.25 -7.90  -0.133
H73 2.21 -2.11 -6.63  0.080
H74 1.05 -1.20 -7.64  0.075
H75 0.47 -2.18 -6.25  0.055
H76 0.18 -3.23 -8.26  0.075
C25 7.64 0.07 8.73  -0.156
O16 8.74 0.87 8.32  -0.143
H77 7.63 -0.84 8.14  0.077
H78 7.74 -0.18 9.79  0.077
H79 6.71 0.62 8.56  0.078
H80 8.73 1.67 8.86  0.080

Results
**Net charge**: -1
**Highest occupied orbital energy**: -4.54 eV
**E_LUMO**: 1.6 eV